{"formula": "C5H10O", "method": "ωB97M-V/def2-TZVPD", "elements": ["C", "C", "C", "C", "C", "O", "H", "H", "H", "H", "H", "H", "H", "H", "H", "H"], "xyz": [[0.884, -0.216, 1.693], [-0.430, 0.393, 1.227], [-0.584, 1.160, -0.078], [-0.487, 0.362, -1.138], [0.677, -0.527, -1.449], [-1.524, 0.274, -2.040], [0.768, -0.495, 2.744], [1.157, -1.129, 1.150], [1.702, 0.501, 1.599], [-1.161, -0.434, 1.153], [-1.370, 1.915, -0.101], [-0.833, 1.062, 1.979], [0.888, -0.333, -2.506], [0.477, -1.600, -1.332], [1.567, -0.260, -0.877], [-1.732, -0.673, -2.024]], "smiles": "CC/C=C(\\C)O", "gap_ev": 8.941}

{"formula": "C4H8O2", "method": "ωB97M-V/def2-TZVPD", "elements": ["C", "C", "C", "O", "C", "O", "H", "H", "H", "H", "H", "H", "H", "H"], "xyz": [[-1.215, -1.040, 0.246], [-0.225, 0.104, 0.466], [1.182, -0.312, 0.017], [2.069, 0.794, 0.001], [-0.634, 1.329, -0.334], [-0.873, 1.283, -1.519], [-2.199, -0.807, 0.666], [-0.856, -1.961, 0.718], [-1.338, -1.221, -0.827], [-0.186, 0.384, 1.525], [1.574, -1.061, 0.716], [1.110, -0.779, -0.974], [2.282, 0.996, -0.914], [-0.691, 2.292, 0.214]], "smiles": "C[C@H](C=O)CO", "gap_ev": 10.741}

{"formula": "C7H12BNO4", "method": "ωB97M-V/def2-TZVPD", "elements": ["O", "O", "O", "O", "B", "C", "N", "C", "C", "C", "C", "C", "C", "H", "H", "H", "H", "H", "H", "H", "H", "H", "H", "H", "H"], "xyz": [[2.983, -1.385, 1.010], [2.284, 0.692, 0.336], [0.169, 1.799, 0.954], [0.730, 1.364, -1.392], [1.161, 1.449, -0.009], [2.199, -0.484, 0.965], [-1.049, -0.702, -0.177], [-1.089, 1.770, 0.278], [0.739, 0.117, -1.848], [0.840, -0.791, 1.665], [-1.816, 0.479, 0.348], [-0.663, -0.525, -1.609], [-0.169, -1.532, 0.685], [-1.001, 2.074, -0.766], [-1.793, 2.484, 0.748], [0.946, 0.038, -2.885], [1.459, -0.476, -1.156], [0.437, 0.107, 2.137], [1.039, -1.520, 2.550], [-2.007, 0.290, 1.437], [-2.805, 0.476, -0.206], [-1.394, 0.114, -2.058], [-0.863, -1.483, -2.213], [0.448, -2.106, 0.011], [-0.786, -2.251, 1.196]], "smiles": "O=C1CCN2CCOB(OCC2)O1", "gap_ev": 8.891}

{"formula": "H4OS2Si", "method": "ωB97M-V/def2-TZVPD", "elements": ["O", "Si", "S", "S", "H", "H", "H", "H"], "xyz": [[0.947, 0.368, 0.505], [-0.577, 0.580, -0.028], [2.089, -0.695, -0.070], [-1.907, -1.142, 0.156], [-0.220, 1.138, -1.376], [-0.745, 1.647, 0.836], [1.914, -0.224, -1.344], [-1.503, -1.672, 1.320]], "smiles": "SO[SiH2]S", "gap_ev": 9.531}

{"formula": "C6H6O", "method": "ωB97M-V/def2-TZVPD", "elements": ["O", "C", "C", "C", "C", "C", "C", "H", "H", "H", "H", "H", "H"], "xyz": [[1.448, -1.151, -0.179], [1.489, 0.215, 0.272], [0.171, 0.490, -0.478], [0.086, -1.026, -0.391], [-0.764, -2.033, -0.290], [-0.793, 1.411, 0.108], [-1.507, 2.256, 0.574], [-0.319, -2.995, -0.064], [1.343, 0.248, 1.357], [2.401, 0.732, -0.022], [0.409, 0.791, -1.505], [-1.839, -1.956, -0.380], [-2.126, 3.018, 1.000]], "gap_ev": 10.034}

{"formula": "CHClFNO2", "method": "ωB97M-V/def2-TZVPD", "elements": ["C", "N", "O", "O", "F", "Cl", "H"], "xyz": [[0.034, 0.624, -0.310], [0.471, -0.778, 0.261], [0.750, -0.827, 1.456], [0.273, -1.703, -0.493], [-0.152, 0.449, -1.653], [-1.801, 0.737, 0.496], [0.425, 1.497, 0.243]], "smiles": "O=[N+]([O-])[C@@H](F)Cl", "gap_ev": 10.539}

{"formula": "C4H3N", "method": "ωB97M-V/def2-TZVPD", "elements": ["C", "C", "C", "C", "N", "H", "H", "H"], "xyz": [[-0.491, -0.482, -0.940], [0.626, 0.251, -0.701], [-0.076, -0.009, 1.361], [-0.876, -0.503, 0.394], [0.850, 0.564, 0.623], [-0.940, -0.673, -1.844], [1.286, 0.842, -1.298], [-0.378, 0.009, 2.404]], "gap_ev": [7.616, 7.163]}

{"formula": "C7H10", "method": "ωB97M-V/def2-TZVPD", "elements": ["C", "C", "C", "C", "C", "C", "C", "H", "H", "H", "H", "H", "H", "H", "H", "H", "H"], "xyz": [[-2.477, 0.456, 0.530], [-1.930, 0.056, -0.773], [-1.325, -0.573, 0.445], [-0.047, 0.069, 0.874], [1.034, -0.565, -1.194], [1.080, -0.261, 0.140], [2.398, 0.407, 0.643], [0.319, -0.040, -1.816], [-2.292, -0.564, -1.607], [-1.507, 0.953, -1.215], [-1.562, -1.510, 0.935], [-3.337, 0.019, 1.041], [-0.167, 0.951, 1.493], [1.762, -1.181, -1.702], [2.335, 0.531, 1.714], [2.425, 1.384, 0.170], [3.290, -0.131, 0.322]], "gap_ev": 5.289}

{"formula": "C5H6O", "method": "ωB97M-V/def2-TZVPD", "elements": ["C", "C", "C", "C", "C", "H", "H", "H", "H", "H", "H", "O"], "xyz": [[1.154, 0.170, 0.189], [0.133, -0.920, -0.543], [0.063, 1.074, -0.357], [-1.159, 0.529, 0.581], [-0.971, -0.847, 0.397], [0.899, 0.218, 1.303], [2.313, 0.179, -0.345], [0.781, -1.696, -1.198], [-0.104, 2.081, -0.685], [-1.652, 0.980, 1.554], [-1.520, -1.897, 0.652], [0.063, 0.129, -1.547]], "gap_ev": 9.979}

{"formula": "C31H35IO3", "method": "ωB97M-V/def2-TZVPD", "elements": ["O", "C", "O", "C", "C", "O", "C", "C", "C", "C", "I", "H", "H", "H", "H", "H", "H", "H", "H", "H", "H", "H", "C", "C", "C", "C", "C", "C", "H", "H", "H", "H", "H", "H", "C", "C", "C", "C", "C", "C", "H", "H", "H", "H", "H", "H", "C", "C", "C", "C", "C", "C", "H", "H", "H", "H", "H", "H", "C", "C", "C", "C", "C", "C", "H", "H", "H", "H", "H", "H"], "xyz": [[3.583, 4.185, -0.661], [3.058, 3.101, -0.800], [3.719, 2.042, -1.336], [2.902, 0.881, -1.338], [1.664, 1.170, -0.495], [1.737, 0.551, 0.784], [1.658, 2.686, -0.401], [0.538, 3.320, -1.233], [-0.761, 3.462, -0.411], [-1.991, 2.958, -1.167], [-3.732, 4.139, -0.727], [3.425, 0.010, -0.959], [2.650, 0.673, -2.375], [0.820, 0.741, -1.027], [0.917, 0.091, 0.940], [1.559, 3.030, 0.621], [0.348, 2.735, -2.126], [0.824, 4.310, -1.573], [-0.894, 4.504, -0.152], [-0.690, 2.912, 0.520], [-2.248, 1.953, -0.860], [-1.856, 2.959, -2.238], [-4.068, 0.533, -3.086], [-2.829, 0.427, -3.700], [-2.527, -0.684, -4.475], [-3.468, -1.692, -4.633], [-4.707, -1.588, -4.017], [-5.007, -0.477, -3.242], [-4.300, 1.407, -2.490], [-2.098, 1.217, -3.584], [-1.561, -0.763, -4.956], [-3.235, -2.558, -5.239], [-5.441, -2.374, -4.142], [-5.974, -0.396, -2.761], [-1.682, 2.627, -8.110], [-2.718, 2.309, -7.242], [-2.832, 2.970, -6.028], [-1.913, 3.951, -5.682], [-0.877, 4.269, -6.550], [-0.761, 3.606, -7.763], [-1.592, 2.111, -9.057], [-3.436, 1.545, -7.511], [-3.636, 2.719, -5.349], [-2.006, 4.470, -4.736], [-0.162, 5.036, -6.282], [0.047, 3.853, -8.439], [1.393, -2.254, 4.160], [1.727, -0.957, 3.797], [1.209, 0.117, 4.508], [0.362, -0.107, 5.585], [0.030, -1.405, 5.948], [0.545, -2.479, 5.236], [1.794, -3.091, 3.602], [2.389, -0.779, 2.959], [1.468, 1.128, 4.222], [-0.039, 0.730, 6.141], [-0.631, -1.579, 6.787], [0.284, -3.491, 5.519], [2.866, -5.552, 8.589], [2.681, -4.656, 7.546], [3.069, -5.001, 6.259], [3.638, -6.242, 6.014], [3.821, -7.139, 7.057], [3.436, -6.793, 8.345], [2.565, -5.283, 9.593], [2.236, -3.687, 7.734], [2.930, -4.298, 5.449], [3.939, -6.511, 5.010], [4.264, -8.108, 6.867], [3.582, -7.491, 9.159]], "smiles": "O=C1OC[C@@H](O)[C@@H]1CCCI.c1ccccc1.c1ccccc1.c1ccccc1.c1ccccc1", "gap_ev": 9.577}

{"formula": "FH10O5Zr", "method": "ωB97M-V/def2-TZVPD", "elements": ["Zr", "F", "O", "H", "H", "O", "H", "H", "O", "H", "H", "O", "H", "H", "O", "H", "H"], "xyz": [[-0.829, -0.865, -1.414], [0.023, 0.143, 0.261], [-1.350, 0.964, 2.664], [-2.297, 1.065, 2.575], [-1.052, 0.717, 1.789], [2.217, 1.145, 1.687], [1.485, 0.621, 1.360], [2.155, 1.970, 1.206], [1.213, -0.128, -2.344], [1.972, -0.679, -2.534], [1.365, 0.672, -2.848], [-2.693, 0.368, -0.130], [-2.850, 1.271, -0.406], [-3.357, 0.203, 0.540], [1.013, -2.277, -0.871], [1.195, -2.835, -0.115], [1.793, -2.356, -1.421]], "gap_ev": 3.069, "total_charge": 3}

{"formula": "C4H7LaO", "method": "ωB97M-V/def2-TZVPD", "elements": ["C", "C", "C", "O", "La", "H", "H", "H", "H", "C", "H", "H", "H"], "xyz": [[0.072, -0.246, 1.287], [0.489, -0.275, -0.183], [-0.470, -0.078, -1.254], [-1.035, -1.156, -1.860], [0.298, -2.985, -1.845], [-0.945, -0.560, 1.560], [1.477, -0.682, -0.432], [0.892, -0.581, 1.932], [-0.202, 0.666, -2.018], [0.075, 1.212, 0.860], [-0.783, 1.754, 1.266], [0.988, 1.756, 1.121], [-0.858, 1.174, -0.433]], "gap_ev": [6.925, 5.013], "total_charge": 2}

{"formula": "C5H9NO2", "method": "ωB97M-V/def2-TZVPD", "elements": ["C", "C", "C", "C", "C", "H", "H", "H", "H", "H", "H", "H", "H", "H", "N", "O", "O"], "xyz": [[-0.311, 1.665, 0.985], [0.154, 0.420, 0.298], [1.052, -0.493, 1.188], [-1.322, -2.076, -1.526], [0.775, 0.876, -1.041], [-0.925, 1.430, 1.846], [0.523, 2.272, 1.370], [-0.862, 2.303, 0.312], [0.696, -0.434, 2.223], [1.020, -1.511, 0.827], [2.059, -0.105, 1.198], [-1.822, -2.585, -0.740], [-1.163, -2.514, -2.534], [-0.088, 1.307, -1.616], [-0.690, -0.989, -1.366], [-1.009, -0.390, -0.067], [1.912, 0.824, -1.358]], "smiles": "C=NOC(C)(C)C=O", "gap_ev": 10.385}

{"formula": "C22H25N5OV", "method": "ωB97M-V/def2-TZVPD", "elements": ["V", "C", "C", "C", "C", "C", "C", "C", "N", "N", "C", "C", "C", "C", "C", "C", "N", "C", "C", "C", "C", "C", "C", "N", "H", "H", "H", "H", "H", "H", "H", "H", "H", "H", "H", "H", "H", "H", "H", "H", "H", "H", "H", "H", "C", "C", "C", "N", "H", "H", "H", "H", "H", "O"], "xyz": [[0.512, -0.055, 0.145], [-1.734, 1.274, 1.470], [-0.946, 2.378, 0.784], [-0.403, 2.031, -0.602], [-1.254, 2.319, -1.712], [-0.718, 2.493, -2.944], [0.718, 2.402, -3.066], [1.463, 2.048, -1.998], [0.963, 1.807, -0.730], [-0.842, 0.239, 2.060], [-1.618, -0.958, 2.380], [-1.691, -1.958, 1.260], [-2.554, -3.040, 1.365], [-2.533, -4.012, 0.383], [-1.633, -3.877, -0.663], [-0.818, -2.764, -0.704], [-0.857, -1.801, 0.230], [-0.168, 0.767, 3.272], [1.338, 0.806, 3.168], [2.173, 0.665, 4.270], [3.535, 0.821, 4.078], [4.016, 1.111, 2.808], [3.108, 1.204, 1.769], [1.803, 1.051, 1.958], [-2.379, 0.780, 0.743], [-2.361, 1.741, 2.250], [-0.107, 2.682, 1.416], [-1.603, 3.257, 0.733], [-2.316, 2.449, -1.536], [-1.335, 2.762, -3.793], [1.217, 2.633, -3.999], [2.540, 1.956, -2.094], [-2.630, -0.682, 2.703], [-1.147, -1.470, 3.222], [-3.223, -3.121, 2.212], [-3.194, -4.867, 0.439], [-1.562, -4.628, -1.438], [-0.082, -2.622, -1.477], [-0.453, 0.182, 4.148], [-0.525, 1.784, 3.457], [1.764, 0.440, 5.247], [4.219, 0.714, 4.911], [5.074, 1.239, 2.627], [3.411, 1.390, 0.746], [0.357, -1.931, -5.028], [-0.158, -0.588, -4.504], [0.053, -0.464, -3.062], [0.242, -0.424, -1.931], [0.200, -1.996, -6.104], [-0.169, -2.760, -4.556], [1.421, -2.042, -4.825], [-1.223, -0.473, -4.712], [0.358, 0.244, -4.983], [1.754, -1.135, 0.207]], "multiplicity": 2, "gap_ev": [4.682, 4.858]}

{"formula": "C23H19Cl5N3O3S2W", "method": "ωB97M-V/def2-TZVPD", "elements": ["W", "Cl", "C", "C", "Cl", "C", "Cl", "C", "O", "C", "Cl", "C", "Cl", "C", "C", "N", "C", "C", "C", "S", "N", "C", "O", "C", "C", "C", "C", "C", "C", "H", "H", "H", "H", "H", "H", "H", "H", "H", "H", "H", "H", "H", "H", "H", "O", "N", "C", "C", "C", "C", "C", "S", "H", "H", "H", "H"], "xyz": [[0.714, 0.940, -0.044], [3.090, 3.085, 6.403], [2.444, 2.909, 4.837], [2.671, 1.725, 4.131], [3.586, 0.440, 4.788], [2.134, 1.612, 2.867], [2.405, 0.197, 1.868], [1.384, 2.625, 2.299], [0.888, 2.391, 1.052], [1.164, 3.801, 2.979], [0.231, 5.021, 2.229], [1.698, 3.945, 4.261], [1.431, 5.390, 5.116], [-3.264, -3.944, 0.961], [-1.906, -3.837, 1.641], [-1.551, -2.436, 2.004], [-1.673, -2.075, 3.435], [-3.117, -1.840, 3.855], [-1.184, -1.594, 1.078], [-1.043, 0.121, 1.467], [-1.106, -2.054, -0.194], [-0.323, -1.601, -1.084], [0.718, -0.771, -0.732], [-0.476, -1.894, -2.497], [0.314, -1.249, -3.452], [0.105, -1.496, -4.795], [-0.878, -2.397, -5.186], [-1.648, -3.062, -4.237], [-1.453, -2.810, -2.893], [-3.431, -4.981, 0.671], [-3.309, -3.327, 0.064], [-4.071, -3.647, 1.629], [-1.117, -4.237, 1.009], [-1.901, -4.395, 2.574], [-1.068, -1.193, 3.619], [-1.234, -2.898, 3.995], [-3.554, -1.001, 3.312], [-3.144, -1.613, 4.920], [-3.733, -2.724, 3.689], [1.095, -0.569, -3.138], [0.710, -0.999, -5.541], [-1.043, -2.588, -6.239], [-2.395, -3.779, -4.549], [-2.041, -3.322, -2.142], [2.319, 1.508, -1.151], [2.197, 2.468, -2.101], [3.338, 3.000, -2.578], [3.275, 3.956, -3.555], [2.028, 4.344, -4.044], [0.879, 3.778, -3.528], [0.975, 2.827, -2.524], [-0.426, 2.096, -1.773], [4.247, 2.613, -2.143], [4.191, 4.390, -3.927], [1.959, 5.089, -4.825], [-0.103, 4.059, -3.882]], "multiplicity": 2, "gap_ev": [6.760, 6.476], "total_charge": 2}

{"formula": "C24H32ClN3O4Yb", "method": "ωB97M-V/def2-TZVPD", "elements": ["Yb", "Cl", "N", "N", "C", "C", "C", "C", "C", "C", "H", "H", "H", "H", "H", "H", "C", "C", "C", "C", "H", "H", "H", "H", "H", "H", "O", "H", "H", "O", "H", "H", "C", "C", "C", "H", "H", "C", "C", "H", "C", "C", "C", "C", "H", "C", "H", "H", "H", "H", "H", "H", "H", "H", "O", "C", "C", "C", "C", "O", "N", "H", "H", "H", "H"], "xyz": [[0.413, 0.128, 1.103], [0.764, -1.707, 2.721], [-1.968, -0.581, 0.780], [2.150, -0.127, -0.692], [-2.429, -1.761, 1.127], [2.815, -1.037, -1.358], [-3.013, 0.416, 1.137], [-3.936, -0.373, 2.069], [-3.733, 0.933, -0.102], [-2.335, 1.582, 1.825], [-4.165, 0.116, -0.693], [-3.053, 1.509, -0.743], [-4.535, 1.600, 0.233], [-1.690, 1.215, 2.642], [-3.077, 2.280, 2.243], [-1.704, 2.128, 1.103], [2.888, 1.161, -0.869], [3.986, 0.809, -1.879], [3.454, 1.594, 0.473], [1.976, 2.222, -1.459], [1.614, 1.871, -2.435], [2.588, 3.121, -1.606], [1.120, 2.493, -0.829], [4.123, 0.821, 0.875], [2.646, 1.752, 1.204], [4.011, 2.532, 0.341], [3.872, -0.630, -2.064], [5.013, 1.013, -1.549], [3.811, 1.257, -2.868], [-3.556, -1.773, 1.838], [-5.007, -0.298, 1.840], [-3.764, -0.157, 3.136], [-1.839, -3.094, 0.783], [2.531, -2.498, -1.407], [1.060, -2.702, -1.583], [2.835, -2.886, -0.423], [3.145, -2.957, -2.183], [0.287, -2.780, -0.440], [-1.080, -2.998, -0.506], [0.763, -2.663, 0.550], [-1.710, -3.094, -1.753], [-0.922, -2.975, -2.906], [-3.195, -3.287, -1.856], [0.460, -2.771, -2.846], [-1.403, -3.045, -3.890], [1.285, -2.589, -4.085], [0.679, -2.770, -4.974], [2.144, -3.268, -4.121], [1.682, -1.568, -4.162], [-3.548, -4.103, -1.214], [-3.471, -3.523, -2.889], [-3.755, -2.384, -1.576], [-2.652, -3.826, 0.777], [-1.131, -3.336, 1.587], [-0.028, 3.973, 0.390], [0.402, 3.687, 1.514], [0.634, 4.688, 2.646], [1.074, 3.836, 3.817], [0.990, 2.399, 3.296], [1.144, 1.376, 3.955], [0.692, 2.399, 1.940], [1.409, 5.415, 2.363], [-0.303, 5.227, 2.848], [2.113, 4.046, 4.105], [0.431, 3.962, 4.699]], "multiplicity": 2, "gap_ev": [2.431, 6.232], "total_charge": -1}

{"formula": "C8H12N2O", "method": "ωB97M-V/def2-TZVPD", "elements": ["C", "C", "C", "C", "C", "C", "C", "C", "N", "N", "O", "H", "H", "H", "H", "H", "H", "H", "H", "H", "H", "H", "H"], "xyz": [[-1.238, 1.939, 2.663], [-1.138, 1.104, 1.615], [0.531, 0.006, -0.181], [0.892, 0.102, 1.266], [-0.948, -0.122, -0.433], [1.810, 1.329, 1.644], [-1.210, 0.443, -1.788], [-1.472, -1.577, -0.267], [-1.205, 2.705, 3.536], [-1.748, 0.689, 0.595], [-2.903, 0.958, 0.223], [0.935, 0.925, -0.711], [0.854, -0.867, -0.715], [1.021, -0.815, 1.948], [1.460, 2.355, 1.212], [2.887, 1.041, 1.284], [1.959, 1.467, 2.726], [-0.466, 0.307, -2.603], [-1.179, 1.514, -1.590], [-2.244, 0.208, -2.217], [-1.044, -2.181, -1.046], [-2.624, -1.473, -0.486], [-1.239, -1.953, 0.785]], "multiplicity": 3, "gap_ev": [6.917, 6.678]}